[1]
{"formula": "C21H39N4O3S", "method": "the ωB97M-V functional and the def2-TZVPD basis", "charge": 1, "relative_energy_kcal_mol": 2.1, "e_homo_ev": -11.4, "lumo_ev": -1.98, "symbols": ["S", "O", "O", "O", "N", "N", "N", "N", "C", "C", "C", "C", "C", "C", "C", "C", "C", "C", "C", "C", "C", "C", "C", "C", "C", "C", "C", "C", "C", "H", "H", "H", "H", "H", "H", "H", "H", "H", "H", "H", "H", "H", "H", "H", "H", "H", "H", "H", "H", "H", "H", "H", "H", "H", "H", "H", "H", "H", "H", "H", "H", "H", "H", "H", "H", "H", "H", "H"], "coordinates": [[-2.169, -1.195, -0.321], [1.849, 1.139, -0.605], [-2.349, -1.624, -1.674], [-0.995, -1.679, 0.373], [0.778, 2.915, 0.271], [4.079, 1.636, 0.840], [-3.524, -1.532, 0.532], [3.242, -1.113, -0.151], [-2.798, 2.827, -0.683], [-5.560, -1.322, -0.864], [4.702, 0.915, -0.265], [-3.048, 1.463, -0.672], [2.727, -1.898, 1.023], [2.210, -0.923, 2.073], [-1.545, 3.350, -0.375], [1.884, 2.201, 0.002], [3.535, -3.161, -1.608], [1.527, -1.667, -1.862], [-2.033, 0.603, -0.303], [-4.330, -0.149, 2.420], [4.626, -0.595, 0.007], [3.753, -2.847, 1.638], [3.212, 2.755, 0.505], [3.005, -1.739, -1.501], [-3.475, -1.327, 1.958], [-0.794, 1.097, 0.035], [-4.622, -2.243, -0.092], [-0.527, 2.457, -0.025], [-1.292, 4.825, -0.426], [-6.401, -1.896, -1.243], [-5.380, -0.336, 2.209], [3.630, 3.413, -0.275], [1.991, -1.459, 2.991], [-1.059, 5.213, 0.567], [1.189, -0.636, -1.898], [-0.046, 0.385, 0.329], [4.184, 1.150, -1.196], [-2.170, 5.349, -0.791], [-5.941, -0.528, -0.225], [3.221, -3.604, 2.209], [4.776, 1.923, 1.515], [1.375, -2.103, -2.844], [3.555, -1.105, -2.206], [4.416, -2.332, 2.329], [-5.166, -2.776, 0.691], [5.757, 1.186, -0.392], [4.958, -0.766, 1.030], [-3.793, -2.240, 2.473], [1.288, -0.457, 1.738], [-5.031, -0.888, -1.709], [-4.028, 0.765, 1.914], [3.050, 3.350, 1.404], [-4.215, -0.012, 3.491], [2.643, -0.248, -0.193], [0.862, 3.845, 0.658], [4.353, -3.357, 0.894], [-3.590, 3.507, -0.957], [4.588, -3.228, -1.344], [-2.425, -1.149, 2.201], [-4.196, -2.975, -0.783], [1.879, -2.476, 0.651], [2.945, -0.150, 2.287], [5.297, -1.131, -0.665], [0.890, -2.202, -1.163], [2.962, -3.846, -0.991], [-4.015, 1.077, -0.947], [3.438, -3.487, -2.640], [-0.458, 5.052, -1.088]]}



[2]
{"formula": "C21H39NO6", "method": "the ωB97M-V functional and the def2-TZVPD basis", "charge": -1, "relative_energy_kcal_mol": 227.6, "e_homo_ev": [-4.4, -4.4], "multiplicity": 2, "s_squared": 0.755, "lumo_ev": [2.15, 1.31], "symbols": ["O", "O", "O", "O", "O", "O", "N", "C", "C", "C", "C", "C", "C", "C", "C", "C", "C", "C", "C", "C", "C", "C", "C", "C", "C", "C", "C", "C", "H", "H", "H", "H", "H", "H", "H", "H", "H", "H", "H", "H", "H", "H", "H", "H", "H", "H", "H", "H", "H", "H", "H", "H", "H", "H", "H", "H", "H", "H", "H", "H", "H", "H", "H", "H", "H", "H", "H"], "coordinates": [[5.979, -0.713, -0.393], [-0.335, 3.846, -1.323], [2.083, 4.290, -0.993], [-0.202, -0.387, -0.993], [7.162, -0.996, 1.544], [-4.869, 1.222, 0.100], [-4.169, 0.280, 0.755], [7.838, 0.660, 0.015], [0.100, -1.453, -0.040], [0.805, 4.052, 1.205], [0.725, -3.189, -2.102], [-1.511, 1.569, -1.818], [-1.467, 0.311, -0.712], [1.160, -2.581, -0.608], [6.901, -0.460, 0.431], [-2.786, 0.060, 3.015], [-5.245, -1.227, -0.971], [-2.676, -0.688, -1.168], [-3.012, 0.823, 1.542], [0.856, 4.081, -0.441], [-3.571, -2.318, 0.743], [3.004, -0.602, -1.194], [-3.862, -0.930, -0.075], [3.482, -2.217, 0.851], [2.729, -2.108, -0.607], [-3.483, 2.369, 1.988], [-0.136, 2.456, -1.853], [-1.595, 0.993, 0.759], [0.764, 2.019, -1.249], [-5.279, -2.325, -1.376], [-2.276, -1.768, -1.482], [0.634, -0.935, 0.894], [1.050, 2.994, 1.660], [1.080, -3.516, 0.127], [-3.401, 3.135, 1.101], [-0.744, 0.672, 1.534], [8.614, 0.831, 0.767], [2.818, -0.512, -2.368], [-1.740, -0.453, 3.109], [-4.526, 2.358, 2.525], [0.619, -2.300, -2.862], [1.556, 4.838, 1.673], [-4.577, -2.720, 1.213], [7.273, 1.588, -0.116], [3.327, -3.308, 1.246], [-3.046, 0.795, 3.910], [3.152, -1.372, 1.594], [-0.814, -2.033, 0.396], [-3.264, -3.129, -0.078], [4.127, -0.253, -1.021], [4.649, -2.108, 0.627], [-1.404, 2.163, 0.611], [8.325, 0.405, -0.932], [-6.158, -1.095, -0.231], [0.201, 2.544, -2.989], [-1.628, 1.068, -2.891], [2.333, 0.231, -0.699], [3.306, -2.865, -1.327], [-0.271, -3.785, -1.915], [1.590, -3.923, -2.417], [-3.200, -0.267, -2.154], [-0.272, 4.394, 1.544], [-2.679, -2.280, 1.499], [-5.361, -0.438, -1.858], [-2.407, 2.306, -1.615], [-2.685, 2.718, 2.796], [-3.589, -0.819, 3.095]]}